Density functional theory data (ωB97M-V/def2-TZVPD) for 2 unconnected molecules or ions with the total composition C4H12 at a distorted geometry.

Properties
energy relative to the best compared isomer or geometry (same formula, charge and spin)	8.0	kcal/mol
orbital gap	0.465	Eh
structure (SMILES)	CC.CC
DFT total energy	-159.5722	Ha
spin multiplicity	1
maximum force	1.58	eV/A

Cartesian coordinates (Å):
C -0.19 -2.27 1.38
C -0.76 -0.90 1.73
H 0.16 -2.89 2.20
H -0.85 -2.79 0.69
H 0.76 -2.12 0.87
H -1.83 -0.85 1.85
H -0.45 -0.22 0.94
H -0.39 -0.51 2.68
C -0.02 1.19 -2.02
C 0.91 1.96 -1.10
H -1.03 1.60 -2.03
H 0.50 1.09 -2.97
H -0.15 0.14 -1.75
H 1.93 1.58 -1.03
H 0.55 1.96 -0.07
H 0.86 3.02 -1.37

---

Density functional theory data (ωB97M-V/def2-TZVPD) for a molecular structure, C22H47BaNO4Si2 at a distorted geometry.

Properties
energy relative to the best compared isomer or geometry (same formula, charge and spin)	89.3	kcal/mol
orbital gap	0.205	Eh
DFT total energy	-1826.5768	Ha
spin multiplicity	1
maximum force	2.54	eV/A

Cartesian coordinates (Å):
O -1.82 -2.28 -0.86
O -3.10 -1.47 -2.61
C -0.55 -2.94 -1.16
C 0.38 -2.93 0.03
H -0.12 -2.37 -2.00
H -0.76 -3.96 -1.51
H 0.35 -1.98 0.57
H 1.40 -3.08 -0.33
H 0.18 -3.75 0.73
C -2.49 -2.65 0.41
C -3.74 -3.44 0.16
H -2.67 -1.70 0.91
H -1.76 -3.23 0.99
H -4.42 -2.96 -0.55
H -4.25 -3.56 1.12
H -3.48 -4.45 -0.19
C -3.42 -0.08 -2.28
C -2.50 -1.66 -3.93
C -4.35 -0.05 -1.10
H -3.91 0.35 -3.16
H -2.49 0.47 -2.09
H -5.03 -0.90 -1.08
H -4.97 0.86 -1.18
H -3.79 0.03 -0.16
C -3.19 -2.80 -4.62
H -1.43 -1.86 -3.79
H -2.61 -0.73 -4.51
H -3.07 -3.74 -4.07
H -2.77 -2.93 -5.62
H -4.26 -2.60 -4.74
H -2.48 -1.96 -1.72
Ba 0.82 2.70 1.65
C -0.04 2.25 -0.57
Si 0.91 2.44 -2.13
H -0.94 2.90 -0.53
H -0.47 1.22 -0.54
C 1.59 0.76 -2.68
C 2.36 3.62 -1.92
C -0.22 2.96 -3.55
C 2.97 0.77 1.04
Si 4.24 1.69 2.01
H 3.15 0.51 -0.01
H 2.44 -0.08 1.51
C 5.07 2.97 0.91
C 5.57 0.56 2.71
C 3.49 2.62 3.48
H 0.35 3.39 -4.38
H -0.96 3.70 -3.21
H -0.77 2.09 -3.94
H 2.49 0.48 -2.11
H 1.85 0.81 -3.74
H 0.83 -0.02 -2.54
H 3.10 3.26 -1.18
H 2.03 4.62 -1.61
H 2.90 3.73 -2.88
H 5.51 -0.43 2.23
H 5.45 0.43 3.79
H 6.57 0.98 2.52
H 2.57 2.17 3.91
H 3.29 3.69 3.24
H 4.23 2.63 4.29
H 6.14 3.01 1.15
H 4.66 3.98 1.06
H 4.97 2.72 -0.16
O -2.72 0.20 1.62
C -1.90 0.90 2.24
O -1.61 2.14 2.06
C -1.09 0.18 3.31
C -1.68 -0.79 4.13
C -0.88 -1.49 5.03
C 0.49 -1.22 5.04
C 1.00 -0.24 4.18
N 0.22 0.47 3.35
H -2.75 -0.96 4.01
H -1.32 -2.24 5.68
H 1.17 -1.74 5.71
H 2.08 -0.01 4.15